Record 1
{
  "formula": "CH2F2O4S",
  "method": "the ωB97M-V functional and the def2-TZVPD basis",
  "lumo_ev": [-1.716, -1.082],
  "charge": 0,
  "homo_lumo_gap_ev": [7.86, 8.60],
  "de_lowest_kj_mol": 233.2,
  "species": ["S", "F", "F", "O", "O", "O", "O", "C", "H", "H"],
  "positions_angstrom": [[0.560397, 0.476530, -0.751920], [-1.886811, 1.481023, 1.094958], [-2.243719, -0.350606, -0.171825], [0.257509, 1.290694, -1.922493], [1.650381, -1.654835, 0.020283], [1.617213, 1.021376, 0.077146], [0.874034, -1.058318, -1.035083], [-1.624256, 0.213773, 0.775706], [2.252269, -1.035266, 0.236641], [-1.457016, -0.384369, 1.676588]],
  "forces_ev_per_angstrom": [[-2.1, 3.9, 2.5], [-0.4, -1.1, -0.9], [-1.8, -0.1, -1.0], [0.1, -2.1, 0.4], [-4.1, -3.8, -1.3], [0.3, -0.9, -0.1], [0.9, -1.2, -1.0], [3.4, 1.4, 0.6], [3.6, 4.0, 1.1], [0.2, 0.0, -0.4]],
  "lowdin_charge": [0.71, 0.10, 0.15, -0.30, 0.03, -0.34, -0.28, -0.22, 0.01, 0.15]
}

=====

Record 2
{
  "formula": "CH2FI",
  "method": "the ωB97M-V functional and the def2-TZVPD basis",
  "lumo_ev": [0.034, -3.193],
  "charge": 0,
  "homo_lumo_gap_ev": [10.19, 5.51],
  "de_lowest_kj_mol": 212.5,
  "species": ["I", "F", "C", "H", "H"],
  "positions_angstrom": [[2.893798, 0.134154, -0.938234], [-0.941245, -0.086648, 1.423250], [-0.791756, -0.036961, 0.137727], [-0.958198, 0.897699, -0.212548], [-0.202599, -0.908243, -0.410194]],
  "forces_ev_per_angstrom": [[-0.3, 0.0, 0.1], [0.0, -0.6, 1.5], [2.2, -4.0, -1.4], [-0.4, 2.6, -1.6], [-1.5, 2.0, 1.4]],
  "lowdin_charge": [-0.02, -0.01, -0.06, 0.01, 0.07]
}

=====

Record 3
{
  "formula": "CH2FOPS",
  "method": "the ωB97M-V functional and the def2-TZVPD basis",
  "lumo_ev": [-0.881, -1.559],
  "charge": 0,
  "homo_lumo_gap_ev": [8.70, 6.72],
  "de_lowest_kj_mol": 364.5,
  "species": ["S", "P", "F", "O", "C", "H", "H"],
  "positions_angstrom": [[-3.521348, -0.134927, -0.582967], [-0.699917, 1.997180, -0.175434], [-4.070745, 0.175969, 1.043022], [-2.421342, -1.012095, -0.440194], [0.096526, 0.573819, 0.062610], [1.155697, 0.383788, -0.178614], [-0.509866, -0.182647, 0.693293]],
  "forces_ev_per_angstrom": [[-2.2, 1.9, 2.3], [0.3, -0.2, -0.2], [0.6, -0.3, -2.3], [1.6, -1.7, 0.0], [-0.9, -0.4, 1.3], [-0.7, -0.1, 0.1], [1.3, 0.8, -1.2]],
  "lowdin_charge": [0.91, 0.68, -0.46, -0.55, -0.56, -0.02, 0.00]
}